[1]
This record from OMol25 describes a structure of composition C32H44BCrN7OS4 in a non-equilibrium geometry. The level of theory is ωB97M-V/def2-TZVPD.

Values from the calculation:
- LUMO level (spin up / spin down): -0.1132 / -0.1147 hartree
- Energy above the lowest of the compared OMol25 structures with the same formula, charge and spin: 0.0 kJ/mol
- Charge: +1
- Kohn-Sham gap (spin up / spin down): 0.252 / 0.251 Eh
- Electronic energy: -118811.4614 eV
- Multiplicity: 2
- HOMO level (spin up / spin down): -0.3647 / -0.3657 hartree

Cartesian coordinates (Å):
Cr (0.320, -2.584, -2.453)
C (0.751, 1.937, -4.624)
C (0.357, 1.547, -3.237)
C (0.022, 2.473, -2.303)
C (-0.424, 2.021, -1.016)
N (-0.232, 0.790, -0.628)
N (0.255, -0.126, -1.516)
B (0.608, -1.429, -0.598)
N (-0.517, -1.665, 0.428)
N (-0.287, -1.422, 1.723)
C (-1.257, -1.589, 2.581)
C (-2.549, -1.987, 2.165)
C (-2.782, -2.276, 0.858)
C (-4.108, -2.741, 0.351)
C (-1.676, -2.156, -0.028)
S (-1.848, -2.618, -1.655)
C (-0.895, -1.330, 4.039)
C (-0.373, 0.107, 4.148)
C (0.180, -2.348, 4.442)
C (-2.098, -1.493, 4.969)
N (2.028, -1.152, 0.029)
N (2.239, -0.418, 1.139)
C (3.472, -0.146, 1.480)
C (4.577, -0.620, 0.726)
C (4.382, -1.337, -0.407)
C (5.489, -1.837, -1.275)
C (3.026, -1.584, -0.755)
S (2.634, -2.276, -2.248)
C (3.681, 0.724, 2.720)
C (5.148, 1.122, 2.901)
C (2.849, 2.000, 2.583)
C (3.240, -0.061, 3.960)
C (0.228, 0.168, -2.837)
S (0.564, -1.039, -4.099)
C (-1.105, 2.914, 0.007)
C (-0.288, 2.925, 1.300)
C (-1.258, 4.338, -0.524)
C (-2.493, 2.316, 0.283)
H (0.739, 3.020, -4.726)
H (0.068, 1.519, -5.364)
H (1.749, 1.565, -4.862)
H (0.048, 3.524, -2.545)
H (-3.345, -2.091, 2.888)
H (-4.827, -2.805, 1.166)
H (-4.017, -3.720, -0.122)
H (-4.489, -2.056, -0.408)
H (0.459, 0.266, 3.464)
H (-0.043, 0.315, 5.167)
H (-1.160, 0.821, 3.893)
H (1.030, -2.314, 3.762)
H (-0.228, -3.361, 4.419)
H (0.528, -2.147, 5.457)
H (-2.899, -0.789, 4.731)
H (-1.781, -1.291, 5.992)
H (-2.500, -2.507, 4.946)
H (5.584, -0.391, 1.041)
H (6.456, -1.564, -0.859)
H (5.405, -1.421, -2.281)
H (5.438, -2.923, -1.376)
H (5.526, 1.701, 2.055)
H (5.799, 0.260, 3.058)
H (5.229, 1.749, 3.789)
H (3.176, 2.587, 1.721)
H (2.967, 2.615, 3.477)
H (1.796, 1.768, 2.457)
H (3.838, -0.966, 4.088)
H (2.194, -0.349, 3.885)
H (3.367, 0.556, 4.851)
H (0.711, 3.328, 1.130)
H (-0.189, 1.914, 1.694)
H (-0.787, 3.548, 2.044)
H (-0.291, 4.809, -0.716)
H (-1.774, 4.944, 0.220)
H (-1.849, 4.366, -1.442)
H (-2.400, 1.303, 0.677)
H (-3.094, 2.272, -0.627)
H (-3.016, 2.932, 1.016)
O (0.403, -4.076, -2.786)
S (-2.707, 0.453, -2.953)
C (-3.322, -0.037, -4.441)
N (-2.524, -0.453, -5.457)
C (-2.958, -0.930, -6.656)
C (-4.282, -0.997, -6.924)
C (-5.179, -0.559, -5.918)
C (-4.722, -0.096, -4.724)
H (-1.531, -0.480, -5.249)
H (-2.187, -1.241, -7.345)
H (-4.629, -1.376, -7.872)
H (-6.245, -0.596, -6.104)
H (-5.398, 0.252, -3.958)

Forces on the atoms, in the same order (eV/Å):
Cr 1.0222 -0.7945 0.3359
C 0.0031 -0.1345 -0.0293
C -0.6855 0.0531 0.4567
C -0.1510 -0.4581 0.4608
C 0.2955 0.0540 -0.2347
N 0.2465 0.1931 -0.4966
N -0.9974 0.6359 0.2539
B -0.1259 0.1854 -0.3996
N 0.1313 -0.2922 0.1380
N -0.0185 0.0201 -0.0411
C -0.0239 0.0154 0.0547
C 0.0371 -0.0498 -0.0602
C -0.0097 0.0264 0.1083
C -0.0045 0.0296 -0.0225
C -0.2964 0.1630 -0.2023
S 0.1713 0.1195 -0.0437
C -0.0405 -0.0056 0.0080
C -0.0382 0.0029 -0.0217
C 0.0228 0.0143 -0.0202
C 0.0021 0.0182 -0.0134
N 0.1566 -0.2839 -0.1799
N -0.1064 0.1109 -0.0847
C 0.0791 0.0327 -0.0040
C -0.0333 -0.0455 0.0150
C -0.0360 -0.0314 0.0764
C -0.0011 -0.0040 -0.0055
C -0.1474 0.2704 -0.0637
S -0.0888 -0.3380 0.0405
C 0.0549 -0.0148 0.0679
C -0.0054 -0.0013 -0.0184
C -0.0472 -0.0245 0.0150
C -0.0302 -0.0657 -0.0384
C 2.0722 -0.5419 -0.6300
S -0.7966 0.7465 0.3145
C -0.0846 0.1026 -0.0407
C -0.0063 -0.0140 -0.0288
C -0.0293 0.0192 0.0329
C -0.0200 0.0324 -0.0192
H 0.0199 0.0013 0.0283
H -0.0528 -0.0264 0.0105
H -0.0081 -0.0192 -0.0048
H 0.0117 0.0223 0.0784
H -0.0094 0.0244 0.0060
H 0.0003 0.0019 -0.0012
H 0.0001 -0.0091 0.0123
H 0.0178 0.0112 -0.0129
H -0.1079 0.0257 -0.0055
H 0.0172 -0.0075 -0.0010
H -0.0103 -0.0018 0.0171
H 0.0208 0.0372 0.0189
H 0.0071 -0.0032 0.0102
H 0.0038 0.0121 -0.0047
H -0.0008 -0.0008 -0.0075
H -0.0043 -0.0030 0.0045
H -0.0003 -0.0012 -0.0005
H 0.0098 0.0069 0.0176
H 0.0000 -0.0043 0.0048
H 0.0028 0.0031 0.0038
H -0.0046 0.0018 -0.0026
H 0.0017 -0.0156 -0.0109
H -0.0014 -0.0043 0.0126
H 0.0022 0.0147 -0.0073
H -0.0050 0.0036 -0.0056
H 0.0034 0.0042 -0.0010
H 0.0367 -0.0184 0.0225
H 0.0088 0.0019 -0.0047
H 0.1361 -0.0420 0.0207
H -0.0013 0.0011 0.0056
H -0.0052 0.0288 -0.0039
H -0.0232 0.0123 -0.0053
H -0.0018 -0.0005 0.0143
H -0.0006 0.0013 0.0165
H -0.0069 0.0066 -0.0027
H -0.0054 -0.0034 0.0047
H 0.0004 0.0029 0.0180
H 0.0031 0.0028 0.0061
H -0.0036 0.0020 0.0108
O -0.0803 0.0782 0.0413
S -0.2601 0.1923 -0.2016
C -0.5449 -0.0791 0.1866
N 0.1945 -0.0988 0.0032
C 0.0590 0.0397 0.0674
C -0.0939 0.0190 0.0299
C -0.0106 -0.0369 -0.1121
C 0.1448 0.1287 -0.0110
H 0.0509 -0.0306 0.0047
H 0.0100 0.0057 0.0095
H -0.0062 0.0105 0.0000
H 0.0016 -0.0006 0.0001
H 0.0132 -0.0432 0.0401

Atom charges from the Mulliken analysis, given in e for atoms 1 to 5:
1. Cr -0.46
2. C -1.90
3. C 0.23
4. C -1.24
5. C -0.28

=====

[2]
This record from OMol25 describes a cluster of 9 separate species, C32H44BN8 in total in a non-equilibrium geometry. The level of theory is ωB97M-V/def2-TZVPD.

Values from the calculation:
- LUMO level: 0.0984 hartree
- Energy above the lowest of the compared OMol25 structures with the same formula, charge and spin: 1663.7 kJ/mol
- Charge: -1
- Kohn-Sham gap: 0.289 Eh
- Electronic energy: -46477.9668 eV
- HOMO level: -0.1901 hartree

Cartesian coordinates (Å):
B (0.060, 0.585, 1.401)
H (-0.939, 1.187, 1.329)
H (0.521, 0.319, 0.301)
H (0.899, 1.308, 1.954)
H (0.141, -0.516, 2.147)
N (-1.716, -1.202, -1.309)
C (-1.775, -2.676, -1.237)
C (-2.445, -3.194, -2.440)
C (-2.880, -1.911, -3.269)
C (-2.201, -0.751, -2.580)
H (-1.339, -0.675, -0.614)
H (-1.400, -2.971, -0.327)
H (-2.731, -4.102, -2.724)
H (-3.390, -1.656, -4.048)
H (-2.157, 0.359, -2.751)
N (-3.716, -2.687, 3.799)
C (-3.317, -2.237, 2.507)
C (-3.515, -3.464, 1.634)
C (-4.073, -4.546, 2.424)
C (-4.085, -4.037, 3.834)
H (-3.743, -2.053, 4.630)
H (-2.748, -1.185, 2.198)
H (-3.288, -3.576, 0.465)
H (-4.591, -5.488, 2.229)
H (-4.431, -4.309, 4.781)
N (-1.610, 5.625, 0.753)
C (-2.019, 6.833, 1.181)
C (-1.490, 7.098, 2.613)
C (-0.819, 5.718, 2.915)
C (-1.000, 4.826, 1.682)
H (-1.871, 5.142, -0.160)
H (-2.291, 7.668, 0.608)
H (-1.725, 8.034, 3.363)
H (-0.616, 5.371, 4.008)
H (-0.831, 3.760, 1.333)
N (3.298, -0.462, 2.124)
C (4.040, -0.554, 0.953)
C (5.151, -1.539, 1.134)
C (5.007, -1.911, 2.552)
C (3.755, -1.172, 3.240)
H (2.441, 0.150, 2.095)
H (3.769, -0.143, -0.032)
H (5.976, -1.931, 0.425)
H (5.478, -2.678, 3.112)
H (3.358, -1.095, 4.352)
N (0.794, -3.651, 1.967)
C (1.979, -4.237, 1.596)
C (1.966, -5.690, 2.114)
C (0.671, -5.792, 2.687)
C (-0.009, -4.441, 2.718)
H (0.634, -2.673, 1.849)
H (2.724, -3.654, 1.204)
H (2.717, -6.581, 2.260)
H (0.051, -6.654, 3.198)
H (-0.948, -4.211, 3.093)
N (1.836, 2.502, -1.217)
C (1.530, 1.731, -2.315)
C (1.967, 2.573, -3.494)
C (2.728, 3.769, -2.933)
C (2.596, 3.642, -1.374)
H (1.708, 2.119, -0.269)
H (0.931, 0.831, -2.206)
H (1.898, 2.408, -4.665)
H (3.075, 4.582, -3.360)
H (2.897, 4.152, -0.609)
N (0.765, -2.185, -3.066)
C (1.881, -1.751, -2.379)
C (3.081, -1.821, -3.333)
C (2.505, -2.276, -4.636)
C (1.009, -2.417, -4.455)
H (-0.051, -2.216, -2.451)
H (1.826, -1.659, -1.248)
H (4.146, -1.759, -3.172)
H (3.044, -2.373, -5.601)
H (0.097, -2.542, -4.837)
N (-0.790, 3.879, -1.643)
C (-1.912, 3.049, -1.202)
C (-3.113, 3.830, -1.440)
C (-2.718, 5.141, -2.051)
C (-1.176, 5.009, -2.213)
H (0.168, 3.404, -1.698)
H (-1.741, 1.863, -0.876)
H (-4.095, 3.442, -1.157)
H (-3.190, 5.753, -2.514)
H (-0.649, 5.606, -2.825)

Forces on the atoms, in the same order (eV/Å):
B 1.8672 -1.4074 1.0018
H -1.1515 0.1681 0.0778
H -0.0400 -0.1722 -0.3771
H 0.0010 0.1654 -0.1164
H -0.5973 1.0742 -0.9091
N -2.2647 -4.8960 -5.7517
C -2.5004 3.4453 -4.7873
C 1.0257 8.9916 2.0426
C 7.3865 0.2595 9.0853
C -1.6904 -3.0616 1.4732
H 1.5810 1.9474 2.3525
H 0.7389 -1.6811 1.5567
H -0.8064 -3.7284 -0.6566
H -3.0177 0.3389 -4.9639
H -0.3134 -1.4633 -0.1433
N 0.9566 0.6793 -1.2209
C 0.3243 -2.4748 -1.6440
C -0.0176 1.3612 0.1380
C 0.4380 2.8145 3.8845
C 0.4246 2.0074 -4.6211
H 0.2021 -1.0946 -1.2686
H -1.8203 -3.0895 1.3152
H -0.6935 0.6173 3.1101
H 0.7877 0.3446 -0.4998
H -0.6491 -1.1766 0.9130
N -0.3661 -1.6691 -0.6665
C 2.5882 1.3639 5.2755
C -0.4143 -3.7860 -2.1888
C -2.3096 0.1879 -1.1352
C 0.1554 2.8075 2.6764
H 0.1987 1.6845 1.6981
H -0.7288 0.3640 -1.2690
H 0.7984 -2.7611 -2.3071
H 0.0382 0.5523 -2.4476
H 0.1117 1.4906 1.2302
N -0.4793 1.0001 -0.1754
C 2.1971 -2.9406 0.5861
C -2.2755 1.2305 2.6875
C -3.6751 2.5010 0.4369
C 3.5834 -1.4339 -3.4232
H 0.9618 -0.8360 0.3186
H -0.2847 0.1049 1.0226
H -1.8667 0.9579 1.2584
H 0.7645 -0.4114 0.1873
H 0.8318 -0.2059 -3.0022
N 0.9649 -0.7848 0.4761
C -1.8029 -4.8804 2.6233
C -0.9065 2.2395 -0.2300
C -2.9117 1.9521 1.8293
C 3.7138 -4.7538 -1.7346
H -0.0457 0.7292 -0.1364
H 1.7296 1.1203 -0.9924
H -1.2605 2.4017 -1.0197
H 1.9472 1.5517 -1.1543
H -1.4680 0.6471 0.3426
N 1.1300 -0.6810 1.4470
C 1.1775 3.8910 -3.0185
C 1.1750 0.5761 1.7445
C -4.3658 -6.8386 6.3967
C -2.5459 -4.1167 -10.4384
H -0.2362 0.0391 -0.5400
H 0.3462 0.2499 -0.1842
H -0.0562 -0.0042 2.9901
H 1.7813 3.5443 -2.3537
H 1.7286 3.0300 4.2032
N 3.0085 1.3265 -0.0218
C 3.0704 -1.3963 -2.0290
C -5.2192 -1.2823 -0.3068
C -3.0983 0.8874 2.1353
C 6.0439 1.1864 4.9148
H -0.3407 -0.3231 -1.3210
H 0.2526 0.0748 -1.7452
H -0.2018 0.3357 0.3815
H -0.5645 0.0391 0.9421
H -2.7554 -0.8837 -3.0585
N -0.3036 -3.7747 0.3646
C -0.0734 0.4841 -0.7063
C 3.0193 0.3275 -0.4883
C 10.0635 -11.1030 5.5053
C -7.4729 -1.1781 1.8683
H -1.7644 1.3745 0.0080
H -0.3937 3.9156 -0.6051
H 0.3430 0.4471 -0.2481
H -6.0101 7.5285 -5.1306
H 2.3011 1.9318 -1.4634

Atom charges from the Mulliken analysis, given in e for atoms 1 to 5:
1. B 0.96
2. H -0.36
3. H -0.67
4. H -0.26
5. H -0.36